(1)
Computed, not measured: C27H22BBrN8O2PdS2 as an isolated structure, with ωB97M-V with the def2-TZVPD basis set.

## Properties
Total charge: 0
Energy above the lowest of the compared OMol25 structures with the same formula, charge and spin (kcal/mol): 43.7
LUMO level (Eh): -0.109
Multiplicity: 1
E_tot (hartree): -5153.6360
E_HOMO (Eh): -0.3258
Orbital gap (eV): 5.902

Each line ends with the Löwdin charge.
Element x y z (Å)
Pd (-0.71066, 0.63440, 0.55978)  1.2228
S (0.55042, 4.53083, -0.88038)  1.1667
C (1.90544, 3.77763, -0.08349)  -0.4461
C (3.22969, 4.19569, -0.04631)  -0.0779
C (4.12545, 3.40655, 0.64595)  -0.0641
C (3.71676, 2.23490, 1.29388)  -0.0530
C (2.40151, 1.82135, 1.27086)  0.0043
C (1.50010, 2.61236, 0.56700)  -0.2739
N (0.13725, 2.41909, 0.44000)  -0.0396
C (-0.48098, 3.30557, -0.30485)  -0.4923
C (-1.90550, 3.04172, -0.46492)  -0.2026
C (-2.88774, 3.88332, -0.96056)  -0.0139
C (-4.21434, 3.49443, -0.83452)  -0.0608
C (-4.54140, 2.30417, -0.20269)  -0.0451
C (-3.56469, 1.43436, 0.28372)  -0.0684
C (-2.26353, 1.81695, 0.11475)  -0.1339
H (3.54941, 5.09182, -0.55890)  0.1167
H (5.16788, 3.69246, 0.67842)  0.1126
H (4.44991, 1.63750, 1.81753)  0.1155
H (2.07817, 0.91237, 1.76136)  0.1098
H (-2.62619, 4.83013, -1.41497)  0.1194
H (-5.00150, 4.13134, -1.21304)  0.1108
H (-5.58235, 2.03066, -0.08844)  0.1146
H (-3.82178, 0.48729, 0.74322)  0.0915
C (-2.82935, -4.92931, 1.80459)  -0.1073
C (-3.55560, -3.61909, 1.51963)  -0.2369
C (-2.95352, -2.84683, 0.39140)  -0.5890
N (-2.73074, -1.58084, 0.41947)  -0.0342
N (-2.14610, -1.07646, -0.70454)  -0.0356
C (-1.94718, -2.00782, -1.61390)  -0.6719
N (-1.46731, -1.78755, -2.84653)  0.1335
S (-2.44053, -3.58218, -1.09517)  1.1292
H (-3.23217, -5.39226, 2.70406)  0.0770
H (-1.76336, -4.76033, 1.95540)  0.0626
H (-2.94746, -5.63935, 0.98295)  0.0656
H (-3.52250, -2.96774, 2.39096)  0.0711
H (-4.61135, -3.80510, 1.30179)  0.1148
H (-0.94119, -0.93295, -3.04189)  0.0658
H (-1.18927, -2.58897, -3.38626)  0.1027
Br (2.69156, 2.60308, -3.56539)  0.7982
C (3.34786, 1.18609, -2.48140)  -0.5980
C (4.71092, 1.12897, -2.23550)  -0.1337
C (5.21805, 0.10489, -1.45021)  -0.0833
C (4.36140, -0.84336, -0.90781)  -0.0606
C (2.99991, -0.76185, -1.14737)  -0.0105
C (2.47543, 0.25163, -1.94321)  -0.1699
C (0.99698, 0.26577, -2.25912)  -0.6168
O (0.63246, 0.01886, -3.40060)  0.0381
O (0.21930, 0.55238, -1.28574)  -0.1251
H (5.36534, 1.87415, -2.66666)  0.0983
H (6.28428, 0.04661, -1.27436)  0.1045
H (4.74857, -1.65597, -0.30742)  0.1107
H (2.33532, -1.51519, -0.74541)  0.0797
N (-1.19246, 0.96114, 2.47630)  0.0435
C (-1.80935, 0.06166, 2.98297)  -0.3331
N (-2.58177, -0.74584, 3.52748)  0.1368
C (-2.16129, -1.88152, 4.08390)  -0.3464
N (-1.91240, -2.88976, 4.58403)  0.1617
B (1.26662, -3.65666, 0.57445)  -0.4247
C (0.65700, -2.25545, 0.93133)  -0.2171
N (0.23725, -1.19875, 1.15060)  0.0537
H (0.57233, -4.49970, 1.08648)  0.0032
H (2.39786, -3.63766, 1.00254)  0.0148
H (1.20509, -3.72364, -0.63522)  0.0156

---

(2)
Computed, not measured: C27H22Br2KN3P2Se2 as an isolated structure at a distorted geometry, with ωB97M-V with the def2-TZVPD basis set.

## Properties
Total charge: 0
Energy above the lowest of the compared OMol25 structures with the same formula, charge and spin (kcal/mol): 4.6
LUMO level (Eh): -0.014
Multiplicity: 1
E_tot (hartree): -12439.9470
E_HOMO (Eh): -0.2667
Orbital gap (eV): 6.877

Each line ends with the Löwdin charge.
Element x y z (Å)
K (4.22271, 2.61235, -0.52500)  0.5361
Se (-1.53411, 1.90104, 4.11278)  0.2603
P (-0.94673, 0.81942, 2.42082)  0.4849
C (-2.33867, 0.67169, 1.25155)  -0.3652
C (-3.39232, -0.20970, 1.49688)  -0.0948
C (-4.50091, -0.22760, 0.66546)  -0.0763
C (-4.58702, 0.65748, -0.40341)  -0.0801
C (-3.56102, 1.56165, -0.63156)  -0.0736
C (-2.43992, 1.56742, 0.18994)  -0.0891
C (-0.37154, -0.84295, 2.90032)  -0.3431
C (-1.21248, -1.67533, 3.63906)  -0.1112
C (-0.75953, -2.90209, 4.10029)  -0.0768
C (0.54898, -3.29828, 3.85416)  -0.0860
C (1.40217, -2.45955, 3.15145)  -0.0786
C (0.94563, -1.23625, 2.67645)  -0.0817
C (0.40804, 1.51549, 1.44054)  -0.4381
C (1.06844, 1.23000, 0.22324)  -0.4253
N (2.03982, 2.15917, 0.10845)  -0.2837
N (1.99508, 2.96137, 1.16228)  -0.1055
N (1.02117, 2.59896, 1.97147)  -0.0074
P (1.09793, 0.07936, -1.17160)  0.5946
Se (2.99424, 0.06894, -2.13575)  0.2889
C (0.58373, -1.57829, -0.65459)  -0.3521
C (1.52047, -2.60494, -0.59708)  -0.1076
C (1.13107, -3.87678, -0.19890)  -0.0747
C (-0.19416, -4.12822, 0.13026)  -0.0727
C (-1.13291, -3.10877, 0.06368)  -0.0620
C (-0.74661, -1.83620, -0.32502)  -0.1020
C (-0.15887, 0.63958, -2.35848)  -0.3522
C (-1.04375, -0.21264, -3.00428)  -0.0760
C (-1.90806, 0.28943, -3.97031)  -0.0737
C (-1.89284, 1.63787, -4.28877)  -0.0850
C (-1.00899, 2.49585, -3.64148)  -0.0748
C (-0.13990, 1.99757, -2.68453)  -0.0959
H (-3.35332, -0.88372, 2.34174)  0.0863
H (-5.31023, -0.92151, 0.86345)  0.1045
H (-5.45871, 0.64868, -1.04767)  0.1029
H (-3.62320, 2.26451, -1.45347)  0.1040
H (-1.65635, 2.28950, 0.01205)  0.1032
H (-2.20926, -1.34289, 3.89759)  0.0853
H (-1.42268, -3.53934, 4.67492)  0.1044
H (0.90541, -4.25445, 4.22129)  0.1026
H (2.42937, -2.75512, 2.97170)  0.1066
H (1.62165, -0.58915, 2.13617)  0.0977
H (2.54593, -2.40384, -0.87358)  0.0533
H (1.86447, -4.67221, -0.15127)  0.1060
H (-0.49651, -5.12187, 0.44074)  0.1068
H (-2.16711, -3.30161, 0.32326)  0.1103
H (-1.48466, -1.04532, -0.37577)  0.0911
H (-1.05554, -1.26873, -2.76952)  0.1035
H (-2.59689, -0.37870, -4.47374)  0.1061
H (-2.56847, 2.02422, -5.04299)  0.1038
H (-0.99283, 3.55041, -3.88799)  0.1055
H (0.55561, 2.65643, -2.17864)  0.1013
Br (6.91032, 2.92580, -2.71383)  0.6112
C (7.63791, 4.43688, -1.76391)  -1.0262
Br (6.49600, 5.01457, -0.31966)  0.6068
H (7.73484, 5.25535, -2.45746)  0.0015
H (8.58512, 4.14504, -1.34175)  0.0019